--- one ---
DFT (ωB97M-V with the def2-TZVPD basis set) results for C2H4N2OS in the gas phase.

Last columns: bonded neighbours and bond lengths (Å).
Atoms and positions in Å:
1 S -2.378 -0.150 -0.045  C5 1.604
2 O 0.101 -0.371 0.226  C5 1.330, C6 1.403
3 N 1.690 1.323 0.009  C6 1.275, H7 1.035
4 N 2.211 -1.058 -0.216  C6 1.408, H8 1.023, H9 1.073
5 C -0.902 0.476 0.013  S1 1.604, O2 1.330, H10 1.131
6 C 1.417 0.077 0.036  O2 1.403, N3 1.275, N4 1.408
7 H 2.672 1.632 -0.099  N3 1.035
8 H 3.083 -1.044 0.318  N4 1.023
9 H 1.633 -1.893 0.134  N4 1.073
10 H -0.549 1.509 -0.284  C5 1.131

* charge: 0
* SMILES string: [H]/N=C(\N)OC=S
* molar mass: 104.13 g mol⁻¹

***

--- two ---
DFT (ωB97M-V with the def2-TZVPD basis set) results for C2H4N2OS in the gas phase.

Last columns: bonded neighbours and bond lengths (Å).
Atoms and positions in Å:
1 S 2.615 0.943 -0.030  N3 1.648
2 O -0.137 -1.590 0.065  N4 1.351, C5 1.493
3 N 1.224 0.065 0.075  S1 1.648, N4 1.278, C6 1.440
4 N 1.157 -1.209 0.002  O2 1.351, N3 1.278
5 C -1.073 -0.435 -0.070  O2 1.493, C6 1.512, H8 1.144, H9 1.116
6 C -0.076 0.683 0.135  N3 1.440, C5 1.512, H7 1.068, H10 1.150
7 H -0.236 1.194 1.058  C6 1.068
8 H -1.256 -0.697 -1.168  C5 1.144
9 H -2.000 -0.496 0.550  C5 1.116
10 H -0.218 1.541 -0.617  C6 1.150

* charge: 0
* SMILES string: [S-][N+]1=NOCC1
* molar mass: 104.13 g mol⁻¹

***

--- three ---
DFT (ωB97M-V with the def2-TZVPD basis set) results for C2H4N2OS in the gas phase.

Last columns: bonded neighbours and bond lengths (Å).
Atoms and positions in Å:
1 S -0.039 -1.501 -0.203  N4 1.670, C6 1.866
2 O -2.642 -1.078 0.108  C6 1.267
3 N -1.463 0.896 -0.090  C6 1.347, H9 1.090, H10 1.068
4 N 0.929 -0.177 -0.515  S1 1.670, C5 1.433
5 C 2.188 -0.213 0.170  N4 1.433, H7 1.228, H8 1.294
6 C -1.577 -0.445 -0.158  S1 1.866, O2 1.267, N3 1.347
7 H 2.601 0.940 0.256  C5 1.228
8 H 2.963 -1.016 0.824  C5 1.294
9 H -0.572 1.258 -0.602  N3 1.090
10 H -2.388 1.337 0.211  N3 1.068

* charge: 0
* SMILES string: C=NSC(N)=O
* molar mass: 104.13 g mol⁻¹

***

--- four ---
DFT (ωB97M-V with the def2-TZVPD basis set) results for C2H4N2OS in the gas phase.

Last columns: bonded neighbours and bond lengths (Å).
Atoms and positions in Å:
1 S 1.220 0.893 0.609  N4 1.735, C5 1.865
2 O 3.271 -0.300 -0.320  N4 1.188
3 N -0.728 -1.767 0.286  C6 1.343
4 N 2.125 -0.062 -0.522  S1 1.735, O2 1.188
5 C -0.356 0.587 -0.340  S1 1.865, C6 1.575, H7 1.017, H8 1.109
6 C -1.168 -0.508 0.447  N3 1.343, C5 1.575, H9 1.124, H10 1.158
7 H -0.836 1.464 -0.530  C5 1.017
8 H -0.170 0.384 -1.415  C5 1.109
9 H -2.235 -0.269 0.184  C6 1.124
10 H -1.123 -0.421 1.601  C6 1.158

* charge: 0
* molar mass: 104.13 g mol⁻¹

***

Stability check: which of them is most stable? one.

***

--- one ---
DFT (ωB97M-V with the def2-TZVPD basis set) results for C2H4N2OS in the gas phase.

Last columns: bonded neighbours and bond lengths (Å).
Atoms and positions in Å:
1 S -1.393 1.292 -1.007  C5 1.790, H8 1.288
2 O -1.576 -0.203 1.177  C5 1.216
3 N 1.346 0.037 -0.841  C6 1.403, H9 1.037, H10 0.985
4 N 0.851 -1.476 0.934  C6 1.290, H7 1.021
5 C -0.886 0.091 0.219  S1 1.790, O2 1.216, C6 1.525
6 C 0.508 -0.521 0.137  N3 1.403, N4 1.290, C5 1.525
7 H 0.135 -1.631 1.645  N4 1.021
8 H -2.518 1.643 -0.488  S1 1.288
9 H 1.259 1.062 -0.973  N3 1.037
10 H 2.273 -0.294 -0.801  N3 0.985

* charge: 0
* SMILES string: [H]/N=C(/N)C(=O)S
* molar mass: 104.13 g mol⁻¹

***

--- two ---
DFT (ωB97M-V with the def2-TZVPD basis set) results for C2H4N2OS in the gas phase.

Last columns: bonded neighbours and bond lengths (Å).
Atoms and positions in Å:
1 S -3.034 -0.198 0.118  C5 1.681
2 O -0.989 1.293 -0.273  C5 1.273, H7 1.057
3 N 0.959 -0.967 -0.067  N4 1.488, C6 1.273
4 N 1.423 0.416 0.228  N3 1.488, H8 1.237, H10 1.078
5 C -1.388 0.106 -0.044  S1 1.681, O2 1.273, C6 1.513
6 C -0.310 -0.949 -0.160  N3 1.273, C5 1.513, H9 1.129
7 H 0.066 1.242 -0.242  O2 1.057
8 H 2.519 0.538 -0.331  N4 1.237
9 H -0.611 -1.973 -0.530  C6 1.129
10 H 1.365 0.492 1.302  N4 1.078

* charge: 0
* SMILES string: N/N=C\C(O)=S
* molar mass: 104.13 g mol⁻¹

***

--- three ---
DFT (ωB97M-V with the def2-TZVPD basis set) results for C2H4N2OS in the gas phase.

Last columns: bonded neighbours and bond lengths (Å).
Atoms and positions in Å:
1 S -1.744 -0.153 1.725  N4 1.767, C6 1.868
2 O -1.293 -2.613 -0.970  N3 1.208
3 N -1.146 -1.722 -0.166  O2 1.208, N4 1.263, C5 1.461
4 N -2.005 -1.606 0.753  S1 1.767, N3 1.263
5 C -0.040 -0.769 -0.132  N3 1.461, C6 1.489, H7 1.123, H8 1.103
6 C -0.506 0.501 0.490  S1 1.868, C5 1.489, H9 1.152, H10 0.994
7 H 0.646 -1.399 0.495  C5 1.123
8 H 0.438 -0.529 -1.096  C5 1.103
9 H -1.055 1.285 -0.152  C6 1.152
10 H 0.037 1.079 1.090  C6 0.994

* charge: 0
* molar mass: 104.13 g mol⁻¹

***

--- four ---
DFT (ωB97M-V with the def2-TZVPD basis set) results for C2H4N2OS in the gas phase.

Last columns: bonded neighbours and bond lengths (Å).
Atoms and positions in Å:
1 S -1.831 -0.261 -0.142  C5 1.778, H9 1.323
2 O -0.177 1.694 0.335  C5 1.204
3 N 1.107 -1.586 0.315  C6 1.274, H8 1.006
4 N 2.076 0.388 -0.404  C6 1.362, H7 0.992, H10 1.019
5 C -0.249 0.517 0.091  S1 1.778, O2 1.204, C6 1.531
6 C 1.012 -0.349 0.022  N3 1.274, N4 1.362, C5 1.531
7 H 2.971 -0.006 -0.238  N4 0.992
8 H 0.240 -1.972 0.647  N3 1.006
9 H -1.385 -1.416 -0.609  S1 1.323
10 H 2.016 1.396 -0.264  N4 1.019

* charge: 0
* SMILES string: [H]/N=C(/N)C(=O)S
* molar mass: 104.13 g mol⁻¹

***

Stability check: which of them is most stable? four.